No. 1
DFT (wB97M-V/def2-TZVPD) results for a 2-piece molecular cluster, C2H5IN overall in a non-equilibrium geometry.

Calculated values
LUMO (spin up / spin down): -4.3 / -6.5 eV
Kohn-Sham gap (spin up / spin down): 9.94 / 8.22 eV

```
! RIJCOSX wB97M-V def2-TZVPD def2/J DEFGRID3
* xyz 1 1
C -0.0218 -0.9423 0.0639
C 0.5261 0.2681 -0.5137
N -0.8584 0.2355 0.2049
I 0.6123 0.7872 -2.5127
H -0.3385 -1.5890 -0.6860
H 0.2165 -1.3481 1.1347
H 2.2362 1.2946 1.4027
H -1.7798 0.5566 -0.1498
H -0.5926 0.7374 1.0561
*
```

***

No. 2
DFT (wB97M-V/def2-TZVPD) results for a 2-piece molecular cluster, C2H5IN2OS overall in a non-equilibrium geometry.

Calculated values
LUMO: 0.3 eV
Kohn-Sham gap: 8.70 eV
SMILES string: OS/N=C/I.C=N

```
! RIJCOSX wB97M-V def2-TZVPD def2/J DEFGRID3
* xyz 0 1
C 1.8054 0.7575 -0.1271
C -1.5250 -2.0953 0.4307
N 1.4011 1.6659 -0.9017
N -0.3275 -1.8852 0.7669
O -0.7359 2.5878 0.2162
S 0.3524 2.7942 -1.0481
I 3.2981 -0.6862 -0.5067
H 1.0880 0.6032 0.7009
H -1.7195 -2.8017 -0.4815
H -2.3778 -1.6201 1.0184
H 0.3358 -2.2424 0.1462
H -1.5950 2.9223 -0.2142
*
```

***

Summary of ΔE to the lowest compared entry with this formula, charge and spin in eV
5.6449, 1.9707
(order as listed above)
Summary of E in eV
-11732.1243, -26115.6181
(order as listed above)